1.
This record from the OMol25 dataset describes 2 unconnected molecules or ions with the total composition C7H7BrF2O2 at a distorted geometry. The level of theory is ωB97M-V/def2-TZVPD.

Geometry as XYZ:
```
19
Properties=species:S:1:pos:R:3:forces:R:3
C -2.0096 0.6188 1.8892 -2.27 0.18 -0.35
C -0.6618 0.7818 1.7100 2.22 -0.81 -2.38
C -2.5829 0.4108 0.6486 0.53 -0.16 1.71
C -0.4639 0.5294 0.3346 0.55 0.80 2.23
C 1.2661 -1.9285 -0.2940 0.74 2.85 -0.59
C 0.7797 0.3012 -0.3615 0.50 -3.90 -1.25
C 0.7425 0.3635 -1.8537 0.82 0.80 -1.51
O -1.6268 0.3547 -0.2988 -0.20 -0.29 0.26
O 1.8978 0.9063 0.0547 1.34 -0.08 2.25
F 1.8770 0.0390 -2.5378 0.26 -0.02 1.23
F -0.1557 -0.4270 -2.3840 -1.46 -0.35 -0.22
Br 0.4575 2.2474 -2.4144 -0.34 -0.07 0.09
H -2.5120 0.6751 2.8380 -0.30 0.01 -0.05
H 0.1254 0.8944 2.4510 -0.31 0.11 -0.25
H -3.5761 0.1464 0.3934 -0.56 0.10 -0.48
H 0.6628 -2.3068 -1.1399 -0.12 -0.26 1.31
H 2.2822 -1.7734 -0.7022 -0.41 -0.06 0.37
H 1.3343 -2.2943 0.7672 -0.84 0.28 -1.32
H 2.1634 0.4611 0.8997 -0.15 0.85 -1.05
```
Positions in Å, forces in eV/Å.

Calculated values
- LUMO level (spin up / spin down) (eV) = -0.15 / -0.15
- relative energy (zero: lowest compared OMol25 entry of this formula, charge and spin) (kcal/mol) = 42.4
- 2S+1 = 1
- Kohn-Sham gap (spin up / spin down) (eV) = 7.977 / 7.977
- HOMO level (spin up / spin down) (eV) = -8.1 / -8.1

2.
This record from the OMol25 dataset describes 2 unconnected molecules or ions with the total composition C7H7BrNO4 at a distorted geometry. The level of theory is ωB97M-V/def2-TZVPD.

Geometry as XYZ:
```
20
Properties=species:S:1:pos:R:3:forces:R:3
C 0.7872 -0.9586 -2.1778 2.17 -0.51 -4.60
C 1.8619 -0.4155 -1.5114 1.15 -0.54 -1.63
C -0.1675 -1.3195 -1.2441 0.69 0.88 1.62
C 1.5225 -0.4990 -0.1482 0.28 0.09 0.35
C -0.1042 -0.5020 3.2052 -1.61 -0.50 -2.62
C -1.2614 0.8816 1.2025 3.57 -1.38 -2.47
C -0.9614 -0.4699 1.8417 1.02 3.15 1.77
N 0.2990 -1.0093 -0.0609 -0.21 -0.88 2.71
O 1.0407 0.0038 3.1410 0.42 0.12 0.11
O -0.7507 -1.0556 4.0819 0.66 -0.05 1.55
O -1.4011 -1.7306 -1.4060 -1.21 -1.34 -1.09
O 2.3364 -0.1373 0.8338 0.14 -0.19 -2.26
Br -2.4269 -1.5208 1.8301 -1.85 -1.79 -0.09
H 0.9125 -1.3223 -3.2582 -0.75 0.85 1.61
H 2.8656 -0.2906 -1.9410 -0.64 0.31 0.30
H -1.5045 1.7054 1.7847 -0.69 1.26 1.67
H -0.2624 1.1911 0.6603 -1.71 -0.24 1.01
H -1.9606 0.7797 0.3871 -0.41 -0.06 -0.18
H -1.6776 -2.4163 -0.7650 0.28 0.87 0.23
H 1.8957 -0.1019 1.6887 -1.31 -0.08 2.00
```
Positions in Å, forces in eV/Å.

Calculated values
- LUMO level (spin up / spin down) (eV) = 3.17 / 1.98
- ⟨S²⟩ = 2.013
- charge = -1
- 2S+1 = 3
- Kohn-Sham gap (spin up / spin down) (eV) = 6.109 / 6.803
- HOMO level (spin up / spin down) (eV) = -2.9 / -4.8